A molecular structure, C14H15ClF5N2O4SSeV. Source: the OMol25 dataset; level of theory: ωB97M-V with the def2-TZVPD basis set.

Each line ends with the Löwdin charge.
Cartesian coordinates (Å):
V: 0.241 0.478 0.836  0.45
O: 2.109 1.258 4.342  -0.24
Cl: 1.500 0.782 3.160  0.68
O: 2.224 -0.305 2.539  -0.33
O: 0.124 0.341 3.376  -0.36
O: 1.397 1.835 2.133  -0.39
C: 1.503 -3.274 -0.518  -0.01
N: 1.365 -3.182 0.935  -0.09
C: 2.227 -3.721 1.875  -0.02
C: 1.743 -3.392 3.091  -0.05
N: 0.597 -2.663 2.866  0.08
C: 0.378 -2.520 1.550  -0.74
S: -0.940 -1.697 0.813  0.71
H: 2.271 -4.009 -0.744  0.10
H: 1.785 -2.302 -0.923  0.04
H: 0.557 -3.585 -0.954  0.09
H: 3.099 -4.280 1.593  0.13
H: 2.120 -3.594 4.075  0.13
H: 0.051 -2.161 3.550  0.15
F: -0.332 0.435 -6.587  0.13
C: 0.130 0.464 -5.336  -0.14
C: -0.665 0.047 -4.286  -0.14
F: -1.905 -0.387 -4.523  0.12
C: -0.169 0.074 -2.995  -0.24
F: -0.987 -0.357 -2.019  0.03
C: 1.107 0.519 -2.699  -0.46
Se: 1.896 0.583 -0.965  0.81
C: 1.879 0.934 -3.779  -0.26
F: 3.125 1.373 -3.585  0.08
C: 1.411 0.909 -5.077  -0.15
F: 2.186 1.312 -6.085  0.13
C: -3.279 1.219 1.526  -0.09
C: -2.115 2.200 1.414  -0.50
C: -2.639 3.626 1.225  -0.09
C: -1.158 1.816 0.275  -0.26
H: -3.951 1.500 2.337  0.08
H: -2.934 0.200 1.715  0.04
H: -3.855 1.213 0.597  0.09
H: -1.568 2.181 2.366  0.11
H: -3.191 3.703 0.284  0.08
H: -1.818 4.344 1.194  0.08
H: -3.311 3.909 2.037  0.08
H: -0.512 2.664 0.009  0.07
H: -1.692 1.512 -0.635  0.07

Computed properties:
- charge = 0
- orbital gap (spin up / spin down) (eV) = 7.7 / 8.6
- 2S+1 = 3
- ΔE to the lowest compared entry with this formula, charge and spin (kcal/mol) = 10.5
- max |F| (Eh/bohr) = 0.0132


A molecular structure, C14H15MoN5S. Source: the OMol25 dataset; level of theory: ωB97M-V with the def2-TZVPD basis set.

Each line ends with the Löwdin charge.
Cartesian coordinates (Å):
Mo: 0.511 -0.386 0.511  1.29
C: 0.590 2.533 3.944  0.02
C: 0.475 1.354 3.039  -0.20
N: 0.572 1.448 1.756  -0.09
N: 0.773 2.661 1.155  0.02
C: 0.752 2.738 -0.197  -0.77
N: 0.921 3.928 -0.740  0.16
S: 0.515 1.379 -1.208  0.68
C: 0.221 -0.021 3.535  -0.20
C: -0.003 -0.307 4.864  0.04
C: -0.255 -1.626 5.244  0.02
C: -0.264 -2.613 4.283  0.01
C: -0.029 -2.259 2.960  -0.07
N: 0.198 -0.999 2.589  -0.05
H: -0.283 3.181 3.820  0.12
H: 0.654 2.254 4.988  0.09
H: 1.491 3.107 3.713  0.11
H: 0.867 3.487 1.731  0.16
H: 1.047 4.773 -0.202  0.14
H: 0.928 4.014 -1.746  0.13
H: 0.005 0.469 5.614  0.12
H: -0.437 -1.861 6.284  0.14
H: -0.448 -3.649 4.530  0.13
H: -0.017 -3.003 2.174  0.12
N: 1.292 -1.833 -0.007  -0.19
C: 2.114 -2.932 -0.156  -0.36
C: 1.800 -3.848 -1.169  -0.01
C: 2.598 -4.964 -1.329  -0.04
C: 3.693 -5.159 -0.492  -0.04
C: 3.999 -4.242 0.508  -0.05
C: 3.214 -3.118 0.686  -0.03
H: 0.946 -3.667 -1.807  0.12
H: 2.374 -5.682 -2.105  0.12
H: 4.316 -6.032 -0.623  0.12
H: 4.858 -4.406 1.144  0.12
H: 3.451 -2.391 1.452  0.11

Computed properties:
- charge = +2
- orbital gap (spin up / spin down) (eV) = 6.6 / 6.4
- 2S+1 = 3
- max |F| (Eh/bohr) = 0.0091


A gas-phase ion, C14H15N2O4 (charge -1) at a distorted geometry. Source: the OMol25 dataset; level of theory: ωB97M-V with the def2-TZVPD basis set.

Each line ends with the Löwdin charge.
Cartesian coordinates (Å):
C: -3.188 -0.463 -2.639  -0.09
C: -1.836 -0.030 -3.112  -0.23
O: -0.866 -0.253 -2.037  0.00
C: 0.371 0.091 -2.445  -0.41
O: 0.602 0.657 -3.521  0.08
C: 1.411 -0.388 -1.410  -0.16
C: 2.650 -0.310 -2.138  -0.20
N: 3.722 -0.094 -2.587  0.21
C: 1.858 0.063 0.026  -0.25
C: 2.700 1.277 0.155  -0.09
N: 4.084 1.156 -0.027  -0.45
O: 4.941 2.092 -0.092  -0.11
O: 4.515 -0.031 -0.185  -0.15
C: 0.838 -0.027 1.083  -0.19
C: 0.108 -1.209 1.192  -0.03
C: -0.965 -1.323 2.094  -0.04
C: -1.283 -0.200 2.868  -0.31
C: -2.488 -0.283 3.794  -0.07
C: -0.545 0.974 2.828  -0.04
C: 0.545 1.054 1.922  0.00
H: -3.920 -0.201 -3.406  0.07
H: -3.260 -1.543 -2.486  0.08
H: -3.477 0.043 -1.716  0.08
H: -1.519 -0.623 -4.000  0.13
H: -1.830 1.058 -3.355  0.13
H: 1.087 -1.439 -1.165  0.14
H: 2.503 -0.902 0.021  0.17
H: 2.344 2.308 0.173  0.10
H: 0.345 -2.061 0.538  0.11
H: -1.489 -2.268 2.241  0.11
H: -2.604 0.663 4.325  0.06
H: -3.389 -0.444 3.203  0.07
H: -2.394 -1.108 4.505  0.07
H: -0.720 1.807 3.515  0.10
H: 1.149 1.960 1.837  0.10

Computed properties:
- charge = -1
- orbital gap (eV) = 6.0
- 2S+1 = 1
- SMILES string = CCOC(=O)[C@@H](C#N)[C@@H](C=[N+]([O-])[O-])c1ccc(C)cc1
- ΔE to the lowest compared entry with this formula, charge and spin (kcal/mol) = 26.2
- max |F| (Eh/bohr) = 0.1039


A single C14H15N5O5 molecule at a distorted geometry. Source: the OMol25 dataset; level of theory: ωB97M-V with the def2-TZVPD basis set.

Each line ends with the Löwdin charge.
Cartesian coordinates (Å):
C: -1.944 -1.197 -0.267  -0.02
C: -1.693 -0.857 -1.695  -0.11
C: -0.792 0.156 -2.053  -0.09
C: -0.089 0.966 -1.008  -0.44
O: -0.621 1.533 -0.083  0.12
N: 1.262 1.015 -1.204  0.05
N: 2.110 1.696 -0.323  0.07
C: 1.953 1.462 1.047  -0.26
C: 1.900 2.490 1.928  0.06
C: 1.809 2.266 3.344  -0.43
O: 1.783 3.132 4.193  0.07
N: 1.726 0.911 3.697  0.03
C: 1.569 0.572 5.101  0.00
C: 1.807 -0.143 2.834  -0.44
O: 1.769 -1.295 3.204  0.08
N: 1.960 0.166 1.481  0.03
C: 2.231 -0.949 0.597  -0.01
C: -0.553 0.475 -3.386  -0.02
C: -1.190 -0.211 -4.405  -0.05
C: -2.061 -1.231 -4.082  0.01
C: -2.311 -1.544 -2.750  -0.09
N: -3.247 -2.623 -2.523  -0.35
O: -3.842 -2.669 -1.471  0.09
O: -3.384 -3.423 -3.425  0.08
H: -2.947 -0.877 0.013  0.10
H: -1.902 -2.273 -0.102  0.09
H: -1.238 -0.703 0.393  0.07
H: 1.712 0.489 -1.939  0.15
H: 2.104 2.700 -0.500  0.15
H: 1.888 3.513 1.595  0.12
H: 1.544 1.506 5.658  0.09
H: 2.404 -0.046 5.428  0.10
H: 0.643 0.016 5.245  0.10
H: 3.034 -0.687 -0.090  0.10
H: 2.539 -1.785 1.226  0.10
H: 1.341 -1.251 0.042  0.09
H: 0.121 1.285 -3.625  0.12
H: -1.008 0.046 -5.435  0.11
H: -2.570 -1.796 -4.849  0.12

Computed properties:
- charge = 0
- orbital gap (eV) = 8.0
- 2S+1 = 1
- SMILES string = Cc1c(C(=O)NNc2cc(=O)n(C)c(=O)n2C)cccc1[N+](=O)[O-]
- ΔE to the lowest compared entry with this formula, charge and spin (kcal/mol) = 0.0
- max |F| (Eh/bohr) = 0.0262


A molecular structure, C14H15N5O7STi. Source: the OMol25 dataset; level of theory: ωB97M-V with the def2-TZVPD basis set.

Each line ends with the Löwdin charge.
Cartesian coordinates (Å):
Ti: 0.653 -0.427 0.624  1.07
C: -2.641 -3.367 0.577  -0.05
C: -1.330 -2.645 0.550  -0.36
N: -1.246 -1.312 0.732  -0.14
O: -2.529 -0.719 0.808  -0.11
C: -0.098 -3.255 0.357  -0.34
C: 0.178 -4.722 0.226  -0.07
N: 0.926 -2.353 0.384  -0.30
O: 2.173 -2.727 0.151  -0.25
H: -3.338 -2.953 -0.156  0.07
H: -3.127 -3.270 1.554  0.07
H: -2.489 -4.427 0.367  0.06
H: -2.340 0.235 0.747  -0.02
H: -0.143 -5.287 1.109  0.06
H: 1.259 -4.823 0.119  0.05
H: -0.300 -5.179 -0.649  0.06
O: 3.257 0.284 3.689  0.03
C: 2.640 0.170 2.642  -0.57
O: 1.450 -0.302 2.498  -0.12
C: 3.260 0.668 1.289  -0.56
O: 4.385 1.127 1.223  0.04
O: 2.414 0.597 0.303  -0.18
O: -0.698 1.244 0.653  -0.26
N: -0.567 2.560 0.630  -0.17
C: 0.670 3.092 0.730  -0.01
C: 0.880 4.445 0.728  -0.08
C: -0.232 5.285 0.618  -0.12
C: -1.478 4.733 0.504  -0.14
C: -1.703 3.332 0.497  -0.74
S: -3.242 2.646 0.346  0.53
H: 1.464 2.361 0.783  0.11
H: 1.890 4.817 0.817  0.10
H: -0.113 6.362 0.620  0.09
H: -2.361 5.349 0.413  0.08
N: -0.267 -0.689 -3.554  0.05
C: 0.533 0.428 -3.710  -0.11
C: 1.029 0.693 -2.473  -0.10
N: 0.550 -0.237 -1.585  0.00
C: -0.217 -1.053 -2.253  -0.14
H: -0.792 -1.153 -4.270  0.14
H: 0.664 0.913 -4.661  0.09
H: 1.711 1.461 -2.150  0.11
H: -0.733 -1.902 -1.825  0.13

Computed properties:
- charge = -2
- orbital gap (spin up / spin down) (eV) = 4.0 / 4.0
- 2S+1 = 1
- ΔE to the lowest compared entry with this formula, charge and spin (kcal/mol) = 9.5
- max |F| (Eh/bohr) = 0.0153


A molecular structure, C14H15N6O5STa at a distorted geometry. Source: the OMol25 dataset; level of theory: ωB97M-V with the def2-TZVPD basis set.

Each line ends with the Löwdin charge.
Cartesian coordinates (Å):
Ta: 8.658 10.771 12.863  1.89
N: 7.209 9.125 13.272  -0.07
C: 5.906 9.497 12.694  -0.10
C: 5.716 10.965 13.044  -0.46
O: 4.726 11.452 13.480  0.20
N: 6.940 11.679 12.854  -0.14
C: 7.115 12.899 13.677  -0.09
C: 8.393 12.942 14.425  -0.44
O: 8.730 13.847 15.070  0.27
O: 9.151 11.652 14.404  -0.19
H: 7.666 8.228 12.865  0.09
H: 7.170 8.901 14.265  0.14
H: 5.045 8.956 13.101  0.15
H: 5.905 9.381 11.614  0.14
H: 6.369 12.923 14.473  0.16
H: 6.955 13.851 13.162  0.17
N: 11.929 9.599 6.055  0.19
C: 11.620 9.593 7.363  -0.23
C: 10.312 9.896 7.884  0.02
C: 10.165 10.067 9.244  -0.05
C: 11.265 9.892 10.099  -0.39
C: 12.499 9.361 9.676  -0.02
C: 12.646 9.260 8.323  0.01
S: 11.052 10.238 11.695  0.77
O: 12.243 10.373 12.472  -0.18
O: 10.086 11.485 11.708  -0.42
N: 9.905 9.256 12.434  -0.25
C: 10.115 7.876 12.369  -0.44
N: 11.222 7.419 11.855  0.16
C: 11.271 6.067 11.812  -0.04
C: 10.259 5.215 12.220  0.01
C: 9.135 5.834 12.732  -0.06
N: 9.062 7.151 12.768  0.08
H: 11.255 9.677 5.326  0.13
H: 12.887 9.463 5.806  0.12
H: 9.487 9.941 7.206  0.12
H: 9.197 10.426 9.615  0.11
H: 13.284 9.159 10.384  0.13
H: 13.570 8.851 7.988  0.12
H: 12.169 5.637 11.395  0.13
H: 10.316 4.149 12.174  0.12
H: 8.302 5.293 13.154  0.13

Computed properties:
- charge = +2
- orbital gap (eV) = 6.2
- 2S+1 = 1
- ΔE to the lowest compared entry with this formula, charge and spin (kcal/mol) = 0.0
- max |F| (Eh/bohr) = 0.0362


What did the fifth record say?
A molecular structure, C14H15N5O7STi. Source: the OMol25 dataset; level of theory: ωB97M-V with the def2-TZVPD basis set.

Each line ends with the Löwdin charge.
Cartesian coordinates (Å):
Ti: 0.653 -0.427 0.624  1.07
C: -2.641 -3.367 0.577  -0.05
C: -1.330 -2.645 0.550  -0.36
N: -1.246 -1.312 0.732  -0.14
O: -2.529 -0.719 0.808  -0.11
C: -0.098 -3.255 0.357  -0.34
C: 0.178 -4.722 0.226  -0.07
N: 0.926 -2.353 0.384  -0.30
O: 2.173 -2.727 0.151  -0.25
H: -3.338 -2.953 -0.156  0.07
H: -3.127 -3.270 1.554  0.07
H: -2.489 -4.427 0.367  0.06
H: -2.340 0.235 0.747  -0.02
H: -0.143 -5.287 1.109  0.06
H: 1.259 -4.823 0.119  0.05
H: -0.300 -5.179 -0.649  0.06
O: 3.257 0.284 3.689  0.03
C: 2.640 0.170 2.642  -0.57
O: 1.450 -0.302 2.498  -0.12
C: 3.260 0.668 1.289  -0.56
O: 4.385 1.127 1.223  0.04
O: 2.414 0.597 0.303  -0.18
O: -0.698 1.244 0.653  -0.26
N: -0.567 2.560 0.630  -0.17
C: 0.670 3.092 0.730  -0.01
C: 0.880 4.445 0.728  -0.08
C: -0.232 5.285 0.618  -0.12
C: -1.478 4.733 0.504  -0.14
C: -1.703 3.332 0.497  -0.74
S: -3.242 2.646 0.346  0.53
H: 1.464 2.361 0.783  0.11
H: 1.890 4.817 0.817  0.10
H: -0.113 6.362 0.620  0.09
H: -2.361 5.349 0.413  0.08
N: -0.267 -0.689 -3.554  0.05
C: 0.533 0.428 -3.710  -0.11
C: 1.029 0.693 -2.473  -0.10
N: 0.550 -0.237 -1.585  0.00
C: -0.217 -1.053 -2.253  -0.14
H: -0.792 -1.153 -4.270  0.14
H: 0.664 0.913 -4.661  0.09
H: 1.711 1.461 -2.150  0.11
H: -0.733 -1.902 -1.825  0.13

Computed properties:
- charge = -2
- orbital gap (spin up / spin down) (eV) = 4.0 / 4.0
- 2S+1 = 1
- ΔE to the lowest compared entry with this formula, charge and spin (kcal/mol) = 9.5
- max |F| (Eh/bohr) = 0.0153